No. 1
Here is a structure of composition C46H26Cl5CsF5O2S2Se at a distorted geometry from the OMol25 dataset. Energies are from ωB97M-V/def2-TZVPD.

Structure (XYZ):
```
88
Properties=species:S:1:pos:R:3:forces:R:3
Cs 1.686 3.399 -2.445 -0.451 -0.058 -0.086
C 0.925 1.623 7.173 -0.595 1.240 -0.352
C 0.837 1.403 5.678 0.232 -0.651 0.953
C -0.219 1.778 4.872 -0.558 0.877 -0.623
C -0.141 1.735 3.475 1.198 -0.911 0.015
C 0.993 1.176 2.848 -0.710 -0.353 1.557
C 1.986 0.659 3.691 1.081 -0.038 -1.080
C 1.914 0.799 5.071 1.291 -0.484 -0.821
S 1.056 1.075 1.050 0.294 -0.226 0.003
O -0.153 1.796 0.574 -0.008 -0.046 0.095
C 0.892 -0.766 0.945 -0.671 1.189 -0.301
C 2.067 -1.408 0.644 1.461 -0.644 0.477
C 2.137 -2.786 0.633 1.281 0.078 -0.255
C 1.025 -3.575 0.780 -3.210 0.962 0.333
C 1.007 -4.990 0.670 0.630 0.256 -0.508
C -0.153 -5.674 0.539 -0.956 -0.868 0.077
C -1.442 -5.014 0.645 2.038 0.175 0.104
C -1.456 -3.659 0.844 -0.975 -0.092 0.893
C -0.263 -2.870 0.916 0.982 -1.114 -0.674
C -0.284 -1.455 0.981 -1.186 -0.275 -0.434
C -1.608 -0.725 0.941 0.784 -0.321 0.625
C -2.306 -0.644 2.196 -0.220 -0.072 -0.272
C -1.848 -1.299 3.381 0.278 0.403 0.231
C -2.470 -1.145 4.593 -1.009 0.983 -1.157
C -3.626 -0.267 4.654 0.616 -0.449 -0.432
C -4.141 0.316 3.502 0.737 -1.128 1.137
C -3.511 0.091 2.251 0.017 0.110 -0.050
C -4.023 0.654 1.054 -0.046 0.527 1.300
C -3.312 0.583 -0.095 -0.999 0.874 -1.903
C -2.077 -0.101 -0.198 -0.673 -0.658 0.744
S -1.379 -0.156 -1.876 0.326 1.136 0.362
O 0.095 0.016 -1.866 0.128 -0.150 0.020
C -1.733 -1.833 -2.300 1.190 -0.176 -0.398
C -0.742 -2.603 -2.944 0.200 -0.305 0.535
C -1.079 -3.866 -3.410 -1.813 0.175 0.971
C -2.386 -4.372 -3.251 0.340 0.384 -0.388
C -2.750 -5.784 -3.691 0.539 0.502 0.144
C -3.326 -3.521 -2.690 0.036 0.185 0.116
C -3.027 -2.261 -2.186 0.116 -1.007 0.139
H 1.669 1.028 7.664 0.360 -0.486 0.036
H -0.007 1.551 7.723 -0.370 -0.371 -0.135
H 1.207 2.670 7.328 0.195 0.006 0.027
H -1.110 2.218 5.314 0.071 -0.080 0.011
H -0.929 2.052 2.833 -0.611 0.377 -0.200
H 2.921 0.208 3.268 -1.033 0.388 0.256
H 2.809 0.450 5.613 -0.745 0.250 0.045
H 2.941 -0.795 0.474 0.266 -0.045 -0.075
H 3.049 -3.352 0.452 0.234 0.582 -0.059
H 1.978 -5.478 0.555 -0.309 -0.054 0.131
H -0.098 -6.776 0.391 -0.205 0.927 0.112
H -2.330 -5.613 0.639 -0.388 -0.028 -0.058
H -2.424 -3.205 1.133 0.660 -0.046 -0.634
H -0.913 -1.842 3.358 -0.043 -0.193 -0.167
H -2.074 -1.678 5.445 -0.144 0.238 0.209
H -4.053 -0.076 5.635 -0.193 0.004 -0.233
H -5.049 0.892 3.548 -0.115 0.267 0.003
H -4.917 1.280 1.175 0.281 -0.386 -0.478
H -3.793 1.107 -0.976 1.052 -0.716 0.824
H 0.321 -2.321 -2.937 -0.716 0.371 -0.154
H -0.412 -4.558 -3.831 1.360 -0.421 -0.540
H -2.243 -6.079 -4.614 -0.254 0.266 -0.096
H -3.822 -5.859 -3.786 -0.302 -0.174 -0.237
H -2.427 -6.533 -2.971 -0.010 0.072 0.347
H -4.346 -3.795 -2.630 -0.931 -0.688 0.142
H -3.746 -1.729 -1.571 -0.097 0.174 -0.444
Cl -0.120 3.710 -6.277 -0.070 -0.015 0.283
C -1.205 4.745 -5.280 0.795 -0.520 -0.115
C -1.069 4.672 -3.900 -0.273 0.200 -0.543
C -1.858 5.596 -3.258 -0.134 0.646 -0.463
Cl -1.845 5.565 -1.499 0.003 0.119 0.342
C -2.646 6.602 -3.897 0.920 -1.762 0.653
Cl -3.382 7.836 -2.985 -0.433 0.486 0.289
C -2.806 6.505 -5.264 0.544 -0.316 -0.201
Cl -3.941 7.548 -5.995 -0.280 0.339 -0.707
C -2.040 5.568 -6.003 -0.737 0.694 0.606
Cl -2.166 5.519 -7.724 -0.143 0.067 -0.052
F 9.291 2.000 -3.592 0.004 0.629 0.136
C 8.240 2.218 -2.776 -1.031 -0.431 -0.108
C 7.963 1.215 -1.832 0.996 0.345 -0.687
F 8.892 0.256 -1.624 -0.264 0.185 -0.115
C 6.772 1.184 -1.177 -0.903 0.380 0.282
F 6.536 0.206 -0.300 0.282 -0.294 0.090
C 5.777 2.151 -1.371 0.603 0.385 -0.604
Se 4.178 2.065 -0.441 -0.624 -0.116 0.613
C 6.086 3.167 -2.287 0.349 -0.198 0.428
F 5.255 4.214 -2.439 -0.275 -0.051 -0.196
C 7.265 3.208 -3.013 0.870 -0.879 0.177
F 7.458 4.155 -3.948 0.075 -0.155 0.160
```
Forces are in eV/Å.

Calculated values
Net charge: -1
E_HOMO (eV): -4.6

=====

No. 2
Here is a structure of composition C46H32Cl2CrN4O3SSi from the OMol25 dataset. Energies are from ωB97M-V/def2-TZVPD.

Structure (XYZ):
```
90
Properties=species:S:1:pos:R:3:forces:R:3
Cr -0.104 -0.482 0.015 0.102 0.815 0.172
Cl -0.564 -5.982 -4.040 0.018 0.020 0.070
C -0.449 -4.969 -2.628 -0.014 -0.012 -0.074
C -0.490 -3.591 -2.805 -0.001 0.005 -0.036
C -0.407 -2.749 -1.706 -0.035 0.198 0.019
N -0.404 -1.344 -1.744 -0.017 -0.307 0.017
C -0.462 -0.622 -2.864 -0.017 0.287 -0.056
O -0.573 -0.981 -4.034 -0.008 -0.019 -0.015
C -0.365 0.867 -2.561 0.046 -0.274 -0.079
C -0.423 1.795 -3.586 -0.005 0.089 -0.047
C -0.324 3.139 -3.273 -0.007 -0.048 -0.068
C -0.153 3.511 -1.948 0.029 0.005 0.057
C -0.095 2.523 -0.985 -0.016 0.003 -0.029
N -0.216 1.229 -1.283 -0.036 -0.085 0.202
C -0.297 -3.304 -0.409 -0.027 0.181 0.175
C -0.249 -4.680 -0.250 -0.066 -0.055 0.017
C -0.322 -5.509 -1.363 -0.006 -0.053 0.044
Cl -0.252 -7.230 -1.112 -0.011 0.046 -0.035
N -0.196 -2.358 0.628 0.035 -0.270 -0.222
C -0.166 -2.661 1.928 0.047 0.193 0.263
O -0.313 -3.744 2.491 0.068 -0.048 -0.008
C 0.144 -1.425 2.763 -0.013 -0.293 -0.162
C 0.355 -1.535 4.126 -0.009 0.034 0.103
C 0.800 -0.424 4.819 -0.035 -0.087 0.029
C 1.052 0.749 4.123 0.010 0.058 -0.040
C 0.798 0.781 2.765 -0.087 0.022 0.047
N 0.316 -0.273 2.108 -0.057 0.053 -0.209
H -0.578 -3.172 -3.794 -0.009 0.004 -0.001
H -0.546 1.424 -4.593 0.005 0.015 0.002
H -0.374 3.891 -4.052 0.000 -0.012 0.006
H -0.064 4.548 -1.654 -0.009 -0.005 -0.010
H 0.044 2.767 0.060 -0.040 -0.002 0.014
H -0.161 -5.106 0.736 -0.005 0.015 0.000
H 0.174 -2.494 4.589 0.019 0.004 0.004
H 0.974 -0.476 5.887 0.004 -0.005 -0.011
H 1.444 1.628 4.615 -0.014 -0.003 0.008
H 0.989 1.666 2.173 -0.006 0.002 -0.001
C 9.953 0.967 -3.345 0.051 0.015 0.111
C 9.050 1.747 -2.428 0.058 -0.026 0.117
O 8.388 2.678 -2.777 -0.140 -0.034 -0.032
S 9.030 1.132 -0.696 -0.009 -0.133 -0.190
C 7.278 0.868 -0.511 -0.054 0.139 -0.033
C 6.378 1.928 -0.482 -0.005 -0.016 0.028
C 5.019 1.676 -0.391 0.003 0.039 -0.005
C 4.526 0.369 -0.305 -0.114 -0.042 0.035
C 5.448 -0.683 -0.305 0.024 -0.011 -0.016
C 6.807 -0.438 -0.416 -0.013 0.005 0.014
C 3.118 0.109 -0.213 0.096 0.149 0.042
C 1.920 -0.106 -0.136 0.496 -0.371 -0.181
H 10.112 1.511 -4.273 -0.002 0.024 0.013
H 9.464 0.013 -3.553 0.018 -0.006 0.005
H 10.899 0.743 -2.851 -0.004 0.005 -0.012
H 6.744 2.943 -0.546 -0.008 -0.006 -0.014
H 4.315 2.498 -0.386 0.009 -0.002 -0.002
H 5.079 -1.698 -0.233 0.014 0.001 -0.005
H 7.510 -1.261 -0.433 -0.013 -0.001 -0.021
C -4.195 -1.907 4.481 0.011 0.019 -0.017
C -3.610 -2.648 3.463 -0.006 0.024 -0.021
C -3.139 -2.009 2.325 -0.045 0.010 -0.024
C -3.221 -0.620 2.165 0.011 -0.045 0.066
C -3.832 0.100 3.198 0.059 -0.023 0.005
C -4.313 -0.531 4.340 0.019 0.001 -0.035
Si -2.507 0.169 0.578 -0.394 -0.220 0.070
C -2.723 2.046 0.895 -0.020 0.095 -0.033
C -3.507 2.889 0.102 0.081 0.027 -0.004
C -3.556 4.263 0.321 0.017 -0.039 -0.003
C -2.823 4.837 1.350 0.018 -0.027 -0.008
C -2.058 4.019 2.173 -0.015 -0.006 -0.034
C -2.017 2.651 1.944 -0.014 -0.008 0.022
C -3.821 -0.230 -0.747 -0.095 0.024 -0.033
C -3.714 0.293 -2.041 0.053 -0.028 -0.004
C -4.666 0.043 -3.020 -0.011 -0.007 0.018
C -5.769 -0.748 -2.728 0.009 0.010 0.013
C -5.897 -1.289 -1.457 0.048 0.004 0.013
C -4.936 -1.034 -0.485 0.000 0.010 -0.032
H -4.560 -2.399 5.375 -0.001 0.003 -0.004
H -3.509 -3.723 3.554 0.006 0.007 -0.004
H -2.702 -2.613 1.536 0.020 0.005 0.010
H -3.939 1.176 3.112 0.005 -0.015 -0.003
H -4.783 0.055 5.121 0.009 0.003 -0.002
H -4.090 2.470 -0.709 0.004 -0.005 0.013
H -4.173 4.886 -0.316 0.008 -0.003 -0.004
H -2.851 5.907 1.514 -0.018 -0.004 0.008
H -1.495 4.448 2.995 -0.004 -0.007 -0.001
H -1.430 2.031 2.613 0.006 -0.007 0.000
H -2.869 0.922 -2.299 -0.021 0.004 0.014
H -4.542 0.462 -4.012 0.005 0.000 0.008
H -6.520 -0.939 -3.484 0.017 -0.024 -0.003
H -6.750 -1.913 -1.217 0.005 -0.002 0.001
H -5.062 -1.470 0.499 -0.007 0.022 0.006
```
Forces are in eV/Å.

Calculated values
Net charge: -1
E_HOMO (alpha / beta) (eV): -4.4 / -4.8
⟨S²⟩: 3.799
Multiplicity: 4

=====

Results for E: -215983.0116 -132508.4161 (in eV, following the order of the records).
Results for ΔE to the lowest compared entry with this formula, charge and spin: 0.00 0.00 (in kJ/mol, following the order of the records).